(1)
A molecular structure, C21H51AsBaN3OPSi3, computed with ωB97M-V with the def2-TZVPD basis set.

Properties
Net charge   +2
ΔE to the lowest compared entry with this formula, charge and spin   132.0 kJ/mol

Each line ends with the Löwdin charge.
Atoms and positions in Å:
Ba 0.887886 -0.680425 -1.067183  1.615
C -2.784379 -0.264072 0.615088  -0.101
C -2.188662 -1.339077 1.266122  -0.114
C -1.264915 -1.112142 2.281772  -0.103
C -0.937540 0.189844 2.645329  -0.093
C -1.534589 1.263082 1.994524  -0.087
C -2.457030 1.037131 0.979940  -0.082
H -3.533176 -0.439683 -0.147398  0.109
H -2.480850 -2.352376 1.017515  0.110
H -0.834151 -1.949128 2.817848  0.112
H -0.248676 0.367698 3.461613  0.106
H -1.311918 2.276038 2.304971  0.113
H -2.951017 1.873949 0.502733  0.113
C 5.239624 -2.232185 1.544968  -0.213
Si 5.446869 -1.167723 0.007283  0.321
C 5.240711 -2.195365 -1.563262  -0.218
C 7.040595 -0.172646 0.013918  -0.199
As 3.609469 0.422144 0.006104  0.607
Si 4.117700 2.169177 -1.578997  0.309
C 2.722718 3.428399 -1.383901  -0.216
C 5.815359 2.959966 -1.389580  -0.196
C 3.995484 1.288946 -3.249219  -0.215
Si 3.449741 1.405585 2.214917  0.326
C 5.130104 2.151526 2.623925  -0.200
C 2.050306 2.669637 2.112273  -0.212
C 2.961162 -0.004026 3.366134  -0.210
H 5.858379 -3.129894 1.482262  0.043
H 4.205031 -2.553906 1.678613  0.026
H 5.549511 -1.689996 2.438992  0.027
H 5.937863 -3.036039 -1.568908  0.044
H 5.442623 -1.606234 -2.459528  0.017
H 4.232454 -2.612093 -1.640248  0.009
H 7.913987 -0.824532 0.089494  0.045
H 7.064019 0.514124 0.861154  0.024
H 7.142867 0.410664 -0.901550  0.016
H 2.953945 4.161844 -0.610530  0.032
H 1.779212 2.945104 -1.115496  0.007
H 2.565157 3.979704 -2.313861  0.036
H 6.120375 3.081492 -0.350809  0.016
H 5.810413 3.949630 -1.852707  0.044
H 6.581639 2.369519 -1.893572  0.028
H 2.955212 1.104895 -3.535228  -0.009
H 4.522043 0.332460 -3.217620  0.009
H 4.457292 1.884064 -4.040595  0.049
H 5.589380 2.586643 1.736741  0.003
H 5.806089 1.390147 3.017227  0.035
H 5.045121 2.937512 3.377178  0.043
H 2.382376 3.608006 1.667467  0.026
H 1.674223 2.895699 3.112711  0.044
H 1.216481 2.280900 1.523763  -0.003
H 3.768590 -0.725587 3.482024  0.012
H 2.082956 -0.530936 2.985304  0.009
H 2.720727 0.375515 4.361891  0.046
C -2.814060 0.386539 -3.933907  -0.071
N -1.781283 -0.300703 -4.712977  -0.300
C -2.134601 -0.524231 -6.114824  -0.075
P -0.201189 -0.255611 -4.256998  0.538
O -0.127843 0.046312 -2.779690  -0.803
N 0.410198 -1.717172 -4.728392  -0.308
C 1.848889 -1.950289 -4.849392  -0.083
C -0.372388 -2.942884 -4.556735  -0.074
N 0.782670 0.842366 -5.036799  -0.300
C 0.587759 2.243989 -4.631311  -0.087
C 1.023390 0.714367 -6.478073  -0.084
H -3.695257 -0.252462 -3.857007  0.097
H -3.110229 1.329038 -4.400685  0.097
H -2.449612 0.598296 -2.932023  0.063
H -3.054844 -1.107178 -6.167254  0.100
H -1.345906 -1.084122 -6.613749  0.078
H -2.296299 0.417703 -6.644307  0.097
H 2.387236 -1.006301 -4.885366  0.069
H 2.061239 -2.510978 -5.761136  0.105
H 2.227003 -2.545499 -4.007870  0.082
H -1.413021 -2.703595 -4.355528  0.083
H 0.021266 -3.550742 -3.734173  0.087
H -0.323688 -3.546358 -5.464543  0.103
H 0.324872 2.298555 -3.577048  0.069
H -0.204726 2.724329 -5.213306  0.097
H 1.512933 2.798426 -4.792087  0.091
H 0.944559 -0.323120 -6.792874  0.075
H 2.028359 1.070895 -6.709016  0.100
H 0.312089 1.310551 -7.055237  0.094

Forces on atoms 1 to 2 (eV/Å):
0.913 -1.553 3.602
0.043 0.023 -0.125

***

(2)
4 unconnected molecules or ions with the total composition C21H52N4O3Si, computed with ωB97M-V with the def2-TZVPD basis set.

Properties
SMILES   O=CC[SiH2]CON=O.CCN(CC)CC.CCN(CC)CC.CCN(CC)CC
Net charge   0

Each line ends with the Löwdin charge.
Atoms and positions in Å:
O 9.621398 -7.911551 -2.938809  0.013
C 8.766431 -7.082497 -2.719130  -0.345
C 7.355811 -7.224703 -3.210523  -0.264
Si 6.715099 -8.972688 -2.862255  0.723
C 5.016292 -8.904146 -2.021106  -0.342
O 4.099787 -8.001712 -2.668396  -0.196
N 3.483962 -7.092814 -1.746252  -0.006
O 4.227326 -6.294868 -1.352642  0.071
H 9.022078 -6.172429 -2.153106  0.118
H 7.346866 -7.007936 -4.277048  0.088
H 6.712499 -6.478746 -2.746831  0.061
H 6.669155 -9.801098 -4.082521  -0.033
H 7.597533 -9.648899 -1.890488  -0.016
H 4.593952 -9.906970 -1.986003  0.072
H 5.190000 -8.600281 -0.989015  0.070
C 0.287153 -1.938311 -3.826851  -0.086
C -0.500715 -2.219822 -2.556759  -0.276
N -0.621110 -3.631429 -2.253762  -0.200
C -1.593667 -3.911556 -1.213995  -0.248
C -1.321008 -3.372142 0.196801  -0.081
C 0.631984 -4.360215 -2.168583  -0.244
C 1.682507 -3.874661 -1.159606  -0.075
H -0.139140 -2.475957 -4.674371  0.080
H 0.255666 -0.870942 -4.048920  0.070
H 1.336492 -2.219889 -3.732319  0.064
H -1.510501 -1.821639 -2.687485  0.120
H -0.050149 -1.648148 -1.727885  0.085
H -1.730551 -4.994797 -1.160894  0.111
H -2.553202 -3.509922 -1.554166  0.109
H -0.541147 -3.935604 0.707051  0.056
H -2.226660 -3.454171 0.800798  0.070
H -1.031687 -2.320322 0.183518  0.056
H 1.088275 -4.359884 -3.161684  0.101
H 0.396749 -5.408186 -1.968834  0.113
H 1.803157 -2.790115 -1.183547  0.059
H 2.649240 -4.312256 -1.399110  0.042
H 1.441980 -4.167193 -0.138587  0.060
C 1.020851 3.732286 -1.547821  -0.090
C 0.489057 3.594389 -0.129501  -0.274
N -0.446230 2.496542 0.024254  -0.198
C -1.170838 2.528670 1.280703  -0.245
C -0.380939 2.350376 2.583340  -0.078
C 0.038423 1.195892 -0.398233  -0.252
C 1.309509 0.645736 0.264368  -0.075
H 0.201052 3.812912 -2.262380  0.080
H 1.631297 4.632417 -1.625473  0.072
H 1.648187 2.888482 -1.836883  0.063
H -0.043290 4.513217 0.130007  0.118
H 1.343633 3.527576 0.563433  0.102
H -1.959456 1.772242 1.237264  0.114
H -1.690535 3.491717 1.326624  0.092
H -0.075330 1.316828 2.740961  0.057
H -1.012830 2.631932 3.428056  0.057
H 0.507140 2.982011 2.615487  0.069
H 0.208360 1.235295 -1.477238  0.098
H -0.772698 0.474255 -0.269244  0.105
H 2.090559 1.403071 0.342717  0.068
H 1.710324 -0.173814 -0.336795  0.058
H 1.118535 0.249446 1.260516  0.056
C -2.801937 5.020725 4.286694  -0.097
C -3.793523 6.172569 4.250739  -0.275
N -3.901208 6.785141 2.940557  -0.201
C -4.620291 8.045686 2.949801  -0.251
C -6.107019 8.030473 3.327689  -0.086
C -4.211871 5.880048 1.848239  -0.244
C -5.499039 5.049484 1.942273  -0.078
H -1.825298 5.338055 3.918232  0.081
H -2.680536 4.666301 5.310936  0.075
H -3.137120 4.173004 3.687211  0.058
H -3.453193 6.944789 4.945464  0.117
H -4.762158 5.815937 4.637329  0.102
H -4.508627 8.505452 1.964349  0.111
H -4.096748 8.709394 3.644838  0.109
H -6.728150 7.626606 2.529463  0.055
H -6.446396 9.050748 3.515717  0.069
H -6.292810 7.452831 4.233445  0.065
H -3.370930 5.191649 1.733083  0.083
H -4.224992 6.464804 0.925591  0.115
H -5.627605 4.606269 2.930704  0.066
H -5.459641 4.230655 1.221380  0.071
H -6.387543 5.636399 1.715423  0.054

Forces on atoms 1 to 2 (eV/Å):
-0.313 0.364 0.112
0.461 -0.443 -0.367

***

(3)
A molecular structure, C21H53FN3O7Pb, computed with ωB97M-V with the def2-TZVPD basis set.

Properties
Net charge   +1

Each line ends with the Löwdin charge.
Atoms and positions in Å:
Pb -0.135398 -0.071751 1.642714  1.639
F -1.193706 -0.211151 -0.376028  -0.525
C -4.762511 -1.021068 -0.519387  -0.041
C -4.079931 -0.310294 -1.693732  -0.472
C -5.033673 0.137114 -2.787406  -0.052
O -3.443994 0.900886 -1.254814  -0.111
H -4.934628 -0.360174 0.334629  0.066
H -4.100822 -1.842662 -0.233151  0.072
H -5.768204 -1.387976 -0.730160  0.081
H -3.244186 -0.891259 -2.090234  0.114
H -5.447350 -0.745081 -3.277843  0.084
H -4.430280 0.650539 -3.539899  0.072
H -5.762452 0.867909 -2.444646  0.087
H -2.560041 0.737594 -0.886930  0.011
C -0.328622 -3.348508 3.649838  -0.074
O -1.096056 -2.165427 3.462084  -0.293
C -2.491429 -2.383010 3.380623  -0.219
C -3.201747 -1.041818 3.301604  -0.180
N -2.669771 -0.256105 2.201377  -0.146
C -3.260515 1.115808 2.146378  -0.157
C -2.436890 2.142595 2.902016  -0.168
O -1.026403 1.930578 2.691508  -0.375
C -0.293563 2.923747 3.393752  -0.078
H -0.368814 -3.616196 4.708258  0.099
H 0.674335 -3.165040 3.274728  0.077
H -0.773325 -4.186277 3.102673  0.098
H -2.828317 -2.926679 4.273472  0.134
H -2.750358 -3.037288 2.536798  0.132
H -3.188836 -0.606702 4.299497  0.135
H -4.246368 -1.292711 3.066583  0.133
H -2.906327 -0.661747 1.297867  0.070
H -4.294718 1.028117 2.486266  0.132
H -3.286837 1.365352 1.082565  0.105
H -2.523146 1.998664 3.988326  0.127
H -2.804808 3.160074 2.751976  0.141
H -0.476403 3.890380 2.912784  0.106
H 0.772673 2.721197 3.371874  0.075
H -0.615776 3.063556 4.429063  0.104
C -1.202703 -0.860363 -4.305947  -0.092
O 0.017121 -0.220410 -4.613647  -0.176
C 0.614820 0.405268 -3.506062  -0.217
C 1.365615 -0.586738 -2.616986  -0.218
N 2.332503 -1.399255 -3.345409  -0.045
C 3.475311 -0.648470 -3.894623  -0.192
C 4.268984 0.105758 -2.854411  -0.203
O 3.720536 1.428874 -2.735369  -0.217
C 4.655155 2.331109 -2.157333  -0.106
H -1.115897 -1.525936 -3.437869  0.081
H -1.546333 -1.421889 -5.169277  0.093
H -1.940470 -0.101023 -4.015380  0.082
H -0.011898 1.134104 -2.976527  0.118
H 1.383155 1.071198 -3.914686  0.112
H 0.705759 -1.318880 -2.143829  0.089
H 1.763683 0.002766 -1.786010  0.098
H 1.832116 -1.725345 -4.167574  0.107
H 3.112755 -0.009338 -4.705794  0.123
H 4.181891 -1.339686 -4.362931  0.119
H 5.320639 0.208995 -3.138418  0.120
H 4.237349 -0.392859 -1.876835  0.115
H 5.512199 2.483727 -2.811398  0.095
H 4.999208 2.038220 -1.153882  0.077
H 4.005077 3.184116 -1.953315  0.083
C 1.525954 -3.042351 0.056369  -0.053
O 1.735937 -1.841660 0.818551  -0.336
C 2.975539 -1.829723 1.477358  -0.246
C 3.095129 -0.739490 2.528609  -0.175
N 2.421661 0.529010 2.154743  -0.149
C 3.018211 1.190084 0.997645  -0.178
C 2.074070 2.347431 0.624291  -0.213
O 0.777650 1.893168 0.277119  -0.328
C 0.051188 2.902497 -0.433564  -0.045
H 2.008571 -2.878490 -0.907121  0.087
H 0.460992 -3.258897 0.001462  0.097
H 1.935576 -3.915919 0.570827  0.095
H 3.757755 -1.681515 0.714377  0.128
H 3.288129 -2.778502 1.928348  0.132
H 4.146078 -0.590497 2.787590  0.132
H 2.571540 -1.082858 3.427544  0.118
H 2.503418 1.124780 2.973953  0.116
H 3.048682 0.530194 0.128814  0.107
H 4.000763 1.655510 1.129082  0.131
H 2.485695 2.968564 -0.177617  0.116
H 2.112255 3.046515 1.475435  0.125
H 0.071969 3.830645 0.148016  0.099
H -0.985620 2.594861 -0.527419  0.091
H 0.551506 3.077528 -1.385919  0.101

Forces on atoms 1 to 2 (eV/Å):
-0.616 -0.962 -1.005
0.374 0.118 0.893

***

Number 1: largest force on an atom 0.078 hartree/bohr, LUMO energy -5.66 eV, E -123569.870 eV. Number 2: largest force on an atom 0.014 hartree/bohr, LUMO energy -0.51 eV, E -42596.100 eV. Number 3: largest force on an atom 0.039 hartree/bohr, LUMO energy -2.23 eV, E -49396.593 eV.